# 1
The following is a DFT calculation (the ωB97M-V functional and the def2-TZVPD basis) of a structure of composition C66H93BaN5O4.

Cartesian coordinates (Å):
Ba: 0.5720 0.2672 -0.6635
C: 1.6907 5.6797 5.7210
C: 1.3437 5.6723 4.2279
C: 1.7251 7.0397 3.6467
C: -0.1664 5.4875 4.0440
C: 2.1007 4.5355 3.5214
C: 1.8006 3.1166 4.0320
C: 1.4386 2.2282 2.8218
C: 0.4057 1.1509 3.1579
N: -0.6995 0.8174 2.2634
C: -1.7267 1.8550 2.2265
C: -2.1239 2.4484 0.8565
N: -2.5047 1.5784 -0.2428
C: -3.5729 0.6391 0.0502
C: -3.1652 -0.8222 -0.1949
N: -2.0914 -1.3028 0.6498
C: -2.3628 -1.1028 2.0616
C: -1.1794 -0.4653 2.7699
C: -1.7952 -2.7202 0.4175
C: -1.0409 -3.1550 -0.8092
C: -1.6908 -3.4620 -1.9808
C: -1.0568 -4.1323 -3.0233
C: 0.2326 -4.5938 -2.7791
C: 0.9270 -4.3620 -1.6035
C: 0.3249 -3.5499 -0.5761
O: 0.8936 -3.2463 0.5156
C: 2.1877 -5.1726 -1.2764
C: 3.2901 -4.3320 -0.6172
C: 1.7409 -6.2476 -0.2703
C: 2.8077 -5.8732 -2.4953
C: -1.8368 -4.4762 -4.2855
C: -0.9410 -4.9696 -5.4261
C: -2.8446 -5.5887 -3.9485
C: -2.5920 -3.2412 -4.7929
C: -2.8336 2.3843 -1.4151
C: -1.6724 2.9228 -2.2726
C: -1.6564 4.3826 -2.3606
C: -0.5514 5.0007 -3.1145
C: 0.9885 3.8377 -4.2041
C: 0.4598 2.4178 -4.5098
C: -0.1495 1.6139 -3.2725
O: 0.1402 0.3249 -3.1129
C: 1.1588 1.6394 -5.6275
C: 0.2846 0.4331 -5.9823
C: 2.5253 1.1446 -5.1575
C: 1.3474 2.5066 -6.8836
C: -0.5670 6.5478 -3.0771
C: -1.8804 7.0425 -3.7037
C: 0.6031 7.1805 -3.8499
C: -0.4786 7.0267 -1.6209
C: 3.7643 1.8698 1.6081
O: 4.0793 0.8098 1.0039
C: 4.1752 3.1637 1.2588
C: 3.5563 4.3448 1.8400
C: 5.2813 3.3035 0.2213
C: 5.9258 4.6971 0.2067
C: 6.4065 2.3021 0.5385
C: 4.6962 2.9965 -1.1634
H: 1.1972 6.5132 6.2223
H: 2.7664 5.7716 5.8463
H: 1.3765 4.7555 6.1979
H: 1.1326 7.8215 4.1219
H: 1.5365 7.0802 2.5780
H: 2.7760 7.2566 3.8182
H: -0.7080 6.3055 4.5201
H: -0.5028 4.5532 4.4866
H: -0.4163 5.4759 2.9858
H: 1.1223 3.0622 4.8849
H: -0.0162 1.3959 4.1557
H: 0.9724 0.2277 3.2795
H: -1.3631 2.7265 2.7867
H: -2.6288 1.5011 2.7500
H: -1.2750 3.0216 0.4904
H: -2.9515 3.1621 1.0793
H: -4.4466 0.8211 -0.5933
H: -3.9289 0.7791 1.0759
H: -2.8192 -0.9081 -1.2238
H: -4.0752 -1.4532 -0.0755
H: -2.5479 -2.0607 2.5742
H: -3.2607 -0.5046 2.2127
H: -0.3528 -1.1686 2.6725
H: -1.4406 -0.3746 3.8467
H: -2.7468 -3.2937 0.4696
H: -1.1494 -3.0313 1.2451
H: -2.7430 -3.2131 -2.0615
H: 0.7104 -5.1877 -3.5421
H: 2.8390 -3.6633 0.1112
H: 3.8307 -3.7474 -1.3561
H: 4.0024 -4.9835 -0.1089
H: 1.3844 -5.7517 0.6288
H: 2.5667 -6.9128 -0.0086
H: 0.9290 -6.8439 -0.6870
H: 3.0257 -5.1517 -3.2798
H: 2.1508 -6.6428 -2.8972
H: 3.7428 -6.3544 -2.2034
H: -0.4568 -5.9095 -5.1719
H: -0.1791 -4.2286 -5.6519
H: -1.5396 -5.1359 -6.3227
H: -2.3193 -6.4794 -3.6081
H: -3.4455 -5.8520 -4.8202
H: -3.5121 -5.2703 -3.1516
H: -1.8990 -2.4184 -4.9447
H: -3.3446 -2.9178 -4.0803
H: -3.0951 -3.4579 -5.7363
H: -3.4712 3.2371 -1.1067
H: -3.4403 1.7545 -2.0689
H: -1.9740 4.9048 -1.4614
H: 1.8868 4.1449 -4.7368
H: 0.1234 -0.1380 -5.0696
H: 0.7619 -0.1956 -6.7342
H: -0.6848 0.7571 -6.3572
H: 2.4106 0.6638 -4.1937
H: 3.2266 1.9695 -5.0499
H: 2.9301 0.4309 -5.8749
H: 0.4120 2.9778 -7.1778
H: 1.6948 1.8821 -7.7076
H: 2.0833 3.2904 -6.7142
H: -1.8409 6.9838 -4.7892
H: -2.0679 8.0786 -3.4230
H: -2.7082 6.4252 -3.3635
H: 0.7829 6.6753 -4.7944
H: 1.5189 7.1452 -3.2646
H: 0.3762 8.2268 -4.0635
H: -1.4498 6.9658 -1.1369
H: -0.1308 8.0600 -1.5736
H: 0.2127 6.3931 -1.0713
H: 3.8942 5.2516 1.3451
H: 6.2903 4.9533 1.2028
H: 5.2258 5.4596 -0.1311
H: 6.7725 4.6973 -0.4827
H: 6.7972 2.4817 1.5414
H: 7.2244 2.4021 -0.1771
H: 6.0029 1.2947 0.4925
H: 3.9625 3.7500 -1.4408
H: 4.1884 2.0365 -1.1292
H: 5.4795 2.9712 -1.9227
C: 4.1660 3.4947 4.2499
C: 3.6462 4.5910 3.4590
C: 1.9885 4.4107 1.9978
C: 1.3348 3.1271 1.6494
C: 2.8989 1.6508 2.8339
C: 3.1623 2.4224 4.1928
N: 1.0936 2.7379 0.4495
N: 1.3113 3.6559 -0.5279
C: 0.7725 3.3875 -1.6821
C: 0.9165 4.3676 -2.7644
C: -0.3905 4.4174 -4.5318
C: -0.9422 3.0050 -4.7743
C: -1.5629 2.2016 -3.6276
C: -0.2199 2.3739 -1.9442
H: 5.2200 3.2504 4.2173
H: 4.1196 5.5581 3.6314
H: 1.5802 5.2491 1.4373
H: 2.9090 0.5659 2.9799
H: 3.2349 1.7046 5.0153
H: 1.6924 5.1016 -2.5377
H: -0.5492 5.1119 -5.3577
H: -1.4511 2.8775 -5.7314
H: -2.4110 1.5759 -3.9179
C: 2.5414 -1.8317 -3.0459
C: 3.3177 -0.8406 -2.2512
C: 4.8259 -0.9702 -2.2206
O: 2.7691 0.0357 -1.6241
H: 3.1304 -2.3183 -3.8173
H: 1.6740 -1.3224 -3.4610
H: 2.1300 -2.5856 -2.3694
H: 5.2067 -1.6878 -2.9419
H: 5.0918 -1.2833 -1.2127
H: 5.2803 0.0046 -2.3821

As for the orbital gap (spin up / spin down): 4.8407 / 4.8307 eV. The HOMO energy (spin up / spin down) comes out at -1.2 / -1.2 eV. As for the energy: -86280.419 eV. The total charge is -2.

=====

# 2
The following is a DFT calculation (the ωB97M-V functional and the def2-TZVPD basis) of a cluster of 13 separate species, C66H97N3O30 in total.

Cartesian coordinates (Å):
C: 1.9743 1.9064 1.1910
O: 3.3707 2.1500 1.2470
C: 3.7276 3.2433 2.0971
C: 5.1162 2.9131 2.6372
N: 5.2594 1.7931 3.5286
C: 6.5910 1.2959 3.7439
C: 6.6742 0.5488 5.0692
O: 5.6934 -0.4671 5.1173
C: 6.1658 -1.5804 5.8788
H: 1.3977 2.7856 0.8928
H: 1.7000 1.5863 2.2001
H: 1.6781 1.0927 0.5316
H: 3.0064 3.7009 2.7780
H: 3.9445 4.1036 1.4476
H: 5.5413 3.8521 3.0024
H: 5.6384 2.6097 1.7195
H: 4.5966 1.0426 3.5693
H: 7.4142 2.0096 3.8027
H: 6.7426 0.5813 2.9306
H: 6.6657 1.1848 5.9607
H: 7.6703 0.0890 5.0396
H: 5.4130 -2.3669 5.8234
H: 6.1573 -1.2726 6.9306
H: 7.1495 -1.9950 5.6610
C: -1.5176 -2.9035 -10.7092
O: -2.2439 -2.7076 -9.4840
C: -2.3594 -3.9291 -8.7579
C: -2.3870 -3.6642 -7.2778
N: -1.0191 -3.3870 -6.7705
C: -1.0074 -3.3755 -5.2878
C: 0.2322 -2.5633 -4.8693
O: 0.0371 -1.2005 -5.2146
C: -0.9097 -0.3909 -4.5115
H: -2.1976 -3.4733 -11.3471
H: -0.5399 -3.3713 -10.5845
H: -1.2873 -2.0016 -11.2773
H: -1.5840 -4.6330 -9.0616
H: -3.3769 -4.1966 -9.0774
H: -2.8163 -4.4715 -6.6882
H: -2.8726 -2.6977 -7.1006
H: -0.6270 -2.5439 -7.1649
H: -1.0492 -4.4334 -5.0280
H: -1.9300 -2.8562 -5.0018
H: 1.0979 -2.9924 -5.3648
H: 0.2172 -2.7379 -3.7873
H: -1.9166 -0.8091 -4.5647
H: -0.9368 0.6087 -4.9373
H: -0.5289 -0.3591 -3.4873
C: -8.1991 3.0505 -1.5541
O: -9.1774 3.4933 -2.4671
C: -8.8377 4.7635 -3.0420
C: -7.6815 4.8466 -4.1153
N: -6.3891 4.2053 -3.8387
C: -5.6167 4.9017 -2.8063
C: -4.4569 4.0857 -2.2064
O: -4.1820 2.9608 -3.0578
C: -3.3814 2.0144 -2.3738
H: -7.6744 3.8764 -1.0677
H: -7.4415 2.4370 -2.0526
H: -8.7022 2.3843 -0.8525
H: -8.7422 5.3808 -2.1439
H: -9.6776 5.2475 -3.5404
H: -7.3412 5.8567 -4.3851
H: -8.0524 4.4783 -5.0725
H: -5.7459 4.2728 -4.6179
H: -6.3141 5.2217 -2.0263
H: -5.2215 5.8931 -3.0762
H: -4.7227 3.9143 -1.1586
H: -3.5607 4.7061 -2.1195
H: -2.7669 1.4120 -3.0385
H: -4.0673 1.5374 -1.6660
H: -2.6708 2.5270 -1.7116
C: 3.0652 -2.5259 -2.4425
C: 3.6524 -1.4800 -3.1441
C: 4.6781 -1.7116 -4.0460
C: 5.0544 -3.0180 -4.2962
C: 4.2806 -4.0937 -3.8649
C: 3.2127 -3.8221 -3.0140
O: 2.4254 -4.8011 -2.4781
O: 5.3438 -0.6693 -4.6754
H: 2.2671 -2.4185 -1.7203
H: 3.4722 -0.4522 -2.8579
H: 5.8000 -3.1834 -5.0672
H: 4.5418 -5.0961 -4.1774
H: 2.7762 -5.6548 -2.7538
H: 5.8177 -1.0960 -5.3961
C: 0.9818 -6.3935 4.0483
C: 1.1004 -5.0497 3.7034
C: 1.3069 -4.0494 4.6287
C: 1.2875 -4.3908 5.9772
C: 1.1420 -5.7260 6.3878
C: 1.0530 -6.7144 5.4168
O: 1.0500 -8.0248 5.8029
O: 1.6267 -2.7981 4.1908
H: 0.9640 -7.2189 3.3523
H: 0.8701 -4.8681 2.6594
H: 1.2058 -3.7196 6.8238
H: 1.3021 -5.9725 7.4287
H: 1.5301 -8.1398 6.6265
H: 1.8516 -2.1359 4.8537
C: 3.9279 -1.1610 0.5360
C: 4.0325 -2.3508 1.2479
C: 5.2941 -2.8693 1.4470
C: 6.4509 -2.1639 1.1756
C: 6.3695 -0.9071 0.5340
C: 5.0957 -0.4428 0.2538
O: 5.0343 0.8028 -0.3660
O: 5.4655 -4.0511 2.1773
H: 2.9847 -0.6587 0.3746
H: 3.1404 -2.8689 1.5725
H: 7.3362 -2.7344 1.4256
H: 7.2339 -0.3242 0.2552
H: 4.2848 1.2452 0.0968
H: 4.8099 -4.6343 1.7755
C: -2.6444 -2.5126 -0.9328
C: -1.4676 -3.1921 -0.9853
C: -1.3703 -4.4905 -1.5561
C: -2.5373 -5.1981 -1.8379
C: -3.7429 -4.5518 -1.6096
C: -3.8099 -3.2351 -1.2289
O: -4.9731 -2.5383 -1.2089
O: -0.1724 -5.0733 -1.7779
H: -2.5954 -1.4739 -0.6271
H: -0.5824 -2.6400 -0.6930
H: -2.6335 -6.0431 -2.5059
H: -4.6366 -5.0221 -2.0023
H: -4.9386 -1.7974 -0.5986
H: 0.5680 -4.4901 -1.5763
C: 0.1791 -0.3418 -0.0807
C: -0.4938 0.8816 -0.1769
C: -0.8986 1.5299 0.9932
C: -0.8154 0.9134 2.2255
C: -0.0991 -0.2573 2.3544
C: 0.4436 -0.8500 1.2010
O: 1.2747 -1.9347 1.3953
O: -1.5124 2.7278 0.8720
H: 0.5337 -0.8424 -0.9709
H: -0.8121 1.1532 -1.1737
H: -1.3999 1.2988 3.0509
H: 0.2199 -0.6633 3.3059
H: 1.1538 -2.2760 2.2919
H: -1.1264 3.4392 0.3464
C: -0.1225 1.4183 6.6067
C: 0.8176 0.4079 6.8004
C: 1.9331 0.3712 5.9166
C: 2.0995 1.2558 4.8753
C: 1.1041 2.2039 4.6527
C: 0.0470 2.2970 5.5009
O: -0.9616 3.1791 5.2362
O: 2.7750 -0.7225 6.0343
H: -0.9740 1.2909 7.2630
H: 0.6572 -0.4292 7.4634
H: 2.9121 1.2057 4.1725
H: 1.1104 2.8989 3.8244
H: -1.5403 3.2471 6.0001
H: 3.7244 -0.6199 5.8642
C: 1.6500 6.5522 1.7119
C: 0.7874 7.7446 1.2900
O: -0.2496 7.1478 0.5849
C: 0.0453 5.9016 0.3012
O: -0.6830 5.1778 -0.3267
O: 1.3148 5.5769 0.7151
H: 1.6225 6.1857 2.7374
H: 2.6702 6.8874 1.5153
H: 1.4160 8.2622 0.5627
H: 0.5354 8.2777 2.2039
C: -2.1432 -3.9230 2.9836
C: -3.4373 -3.7162 2.1940
O: -3.6512 -2.3185 2.3430
C: -3.0492 -1.8463 3.4054
O: -3.1848 -0.7272 3.8147
O: -2.1855 -2.8105 3.8754
H: -1.3222 -3.8881 2.2648
H: -2.1272 -4.8695 3.5182
H: -4.2154 -4.3907 2.5494
H: -3.2505 -3.8879 1.1386
C: -4.5837 3.1136 2.1214
C: -4.9269 3.5587 3.5278
O: -5.4718 4.8496 3.3705
C: -5.9777 4.8837 2.0516
O: -6.7357 5.6992 1.6450
O: -5.6035 3.7673 1.4162
H: -4.5993 2.0284 2.0444
H: -3.5846 3.4855 1.8894
H: -3.9940 3.6887 4.0822
H: -5.6524 2.9784 4.1030
C: 1.8749 4.1265 -2.2864
C: 1.2695 4.0631 -3.6658
O: 0.5751 2.8179 -3.5814
C: 0.9201 2.0749 -2.5130
O: 0.4983 1.0202 -2.1904
O: 1.8598 2.8165 -1.7870
H: 1.2783 4.7758 -1.6434
H: 2.8684 4.5477 -2.4426
H: 2.0372 4.2254 -4.4192
H: 0.4505 4.7768 -3.7358

As for the orbital gap: 7.7024 eV. The HOMO energy comes out at -7.7 eV. As for the energy: -135900.069 eV. The energy above the lowest of the compared OMol25 structures with the same formula, charge and spin is 0.0 kJ/mol.